This record from OMol25 describes a molecular structure, C26H23MgN8OS2 at a distorted geometry. The level of theory is ωB97M-V/def2-TZVPD.

The geometry in XYZ format:
```
61
Properties=species:S:1:pos:R:3:forces:R:3
N -1.96418 0.25957 -3.48786 0.09 1.39 0.37
C 0.61051 -1.46988 2.25171 -0.66 0.11 0.53
C -1.08281 3.17174 -2.22789 0.87 0.82 -1.38
C 2.67608 -0.79801 3.18875 -0.01 0.41 -0.05
C 6.52419 3.44984 -0.53547 -1.27 0.45 -0.62
C 1.25451 0.78621 2.09293 1.55 -2.18 1.50
C -1.22992 -2.97727 -2.27578 0.38 0.09 1.54
C -1.34297 2.00478 -1.64730 -1.04 -3.52 0.07
C -1.45522 -1.59228 -2.39859 -0.14 -0.30 -0.98
H -1.16653 3.31465 1.24971 -0.01 0.73 0.50
C -2.76653 -2.03831 2.09869 0.55 0.06 2.44
H 0.02856 -3.18526 1.32732 0.13 -1.12 -0.73
C 2.44915 0.50556 2.77923 -1.07 -0.08 -0.91
H -3.98607 1.93363 0.33541 0.19 0.38 -0.10
H 3.21281 1.23133 2.93503 0.15 0.68 0.12
C -6.02015 -0.02896 2.14718 1.10 0.85 -0.60
H -7.03514 -0.13279 2.40457 -1.01 -0.15 0.61
C 5.77397 -0.01996 0.12837 2.36 -0.08 -0.15
N 5.91438 2.12961 -0.33486 -0.13 0.46 0.29
C -5.07981 -0.99794 2.45119 -0.45 -1.05 0.73
H 3.57563 0.04149 0.39540 2.66 1.15 -0.77
C -1.54081 0.60436 -2.21319 0.45 -0.85 -1.50
H 1.02152 1.76482 1.80760 -0.36 1.21 -0.64
N -1.21009 -0.51306 -1.56462 -0.25 1.32 0.94
H 7.19827 3.40066 -1.39989 0.23 -0.05 0.62
H 6.95114 3.85706 0.39845 0.06 -0.41 -0.58
C 6.65684 0.97500 -0.16765 -0.07 -0.26 0.38
Mg -1.43345 -0.11209 0.57940 0.41 -0.07 -0.34
H -6.25347 1.88740 1.09669 -0.66 0.39 0.16
H 1.95518 -2.75769 3.34190 0.03 -1.21 0.20
C -5.61667 1.10052 1.42208 0.45 -1.15 0.02
H 3.55388 -1.02348 3.73666 0.82 -0.14 0.44
C -1.64308 -3.83873 -3.28633 0.82 0.20 0.83
H -0.74450 -3.06173 2.92525 0.33 0.43 -0.77
C -1.20814 3.20392 0.19100 0.61 -0.91 -0.26
C -3.82609 -0.94467 1.90099 1.02 0.78 -1.64
H -2.41176 -4.04767 -5.23124 -0.05 0.38 -0.35
C -4.32205 1.12951 0.95951 0.61 -0.94 -0.09
S 3.25314 2.86727 -0.33628 -0.07 0.22 0.14
N 0.37207 -0.20170 1.86615 -0.44 0.18 -0.62
C -1.94317 -1.10501 -3.62342 0.55 -0.18 0.84
C 1.78211 -1.80042 2.94452 -1.09 1.04 -0.72
N 4.52784 0.50007 0.13902 -2.84 0.90 0.25
H -1.49174 -4.92148 -3.14521 -0.18 0.70 -0.21
H -0.92037 3.34844 -3.30767 -0.13 0.12 1.01
C -2.13181 -3.31337 -4.48882 0.03 -0.21 0.53
C -0.49199 -2.52012 1.97463 0.68 0.36 1.33
H -2.13566 0.88839 -4.25988 -0.13 0.06 0.29
O -2.87527 -2.73550 3.11697 -0.96 -0.02 -0.50
H 7.75513 1.00843 -0.19253 -0.85 -0.23 -0.09
H -5.27416 -1.86011 3.10603 -0.15 0.43 -0.47
S -0.77285 4.30887 -0.99535 -0.27 1.25 -0.26
H 6.10413 -1.02173 0.31839 -0.61 -0.35 0.13
C 4.58839 1.87510 -0.15437 0.00 -1.42 0.01
H -0.70995 -3.31109 -1.34215 -0.77 0.01 -0.95
N -3.43989 0.12000 1.13304 -0.94 -0.18 0.76
H 5.71164 4.13151 -0.86350 0.38 -0.40 0.39
N -1.42555 2.01142 -0.28322 0.00 -0.62 0.26
H -2.60836 -1.58714 -5.69148 0.56 -0.27 1.65
C -2.23996 -1.94719 -4.67271 -1.13 -0.13 -2.59
N -1.65092 -1.94651 1.38351 -0.35 0.91 -0.98
```
Forces are in eV/Å.

The total energy is -2514.309410 hartree. As for the charge: +1. The energy above the lowest of the compared OMol25 structures with the same formula, charge and spin is 14.6 kcal per mole. As for the spin multiplicity: 1.


This record from OMol25 describes a molecular structure, C26H23MnN4O3PSSe. The level of theory is ωB97M-V/def2-TZVPD.

The geometry in XYZ format:
```
60
Properties=species:S:1:pos:R:3:forces:R:3
N -3.53749 6.05675 0.48711 -0.01 -0.01 -0.02
H -3.42715 3.41126 -2.45396 0.00 -0.01 0.00
C -2.18669 -4.09088 1.44327 -0.06 0.08 -0.02
C 4.01396 -4.30151 0.72770 0.02 0.02 -0.01
C -2.61445 3.03036 -3.07788 0.01 0.02 -0.01
H 4.37853 -2.25453 0.22295 0.01 0.01 0.00
H 3.37277 -6.28836 1.22176 0.00 0.00 0.00
H 6.42361 2.05230 -0.28177 0.00 0.00 0.01
H -4.63432 2.78692 0.86420 0.00 0.00 0.00
H -0.59007 4.18518 0.61928 0.00 0.01 0.00
H -3.90420 1.02112 -1.71604 0.00 0.00 0.00
C 1.21678 -1.04433 3.43248 -0.08 0.00 -0.07
H -2.60534 -0.16512 -1.92870 -0.01 0.01 0.00
C -1.72567 0.95785 0.91681 0.06 -0.01 0.01
C 3.71183 0.35897 0.84058 0.01 0.01 -0.03
H 3.45838 -0.07502 -2.50965 -0.01 0.00 0.01
C 4.87373 1.11381 0.87518 -0.01 -0.01 0.01
C 5.52195 1.45145 -0.30632 0.01 0.01 0.00
C 1.14419 -1.31811 -2.03680 0.01 -0.02 0.01
H -3.82462 0.47842 1.01918 0.00 0.00 0.00
C 1.72081 -5.00943 0.72018 -0.01 0.03 -0.01
C -0.32003 -1.81834 -2.10906 0.06 0.01 0.00
H 0.27731 -3.53803 0.20493 -0.01 0.01 0.00
H 1.78660 -2.01299 -2.57928 -0.02 -0.01 -0.01
C 3.06563 -5.29574 0.91318 -0.02 -0.03 0.01
H 5.26280 1.44320 1.83081 0.00 0.00 0.00
N 0.36232 -1.19022 2.65846 0.00 -0.05 -0.02
H 5.50055 1.29040 -2.44660 0.00 0.00 0.00
C -3.14733 4.97731 0.59262 0.02 0.05 0.03
H 0.95099 -5.75389 0.87927 0.00 -0.01 0.00
H 3.21233 0.10705 1.77128 0.00 0.00 0.00
C 2.28105 -2.72339 0.15179 -0.10 -0.05 0.01
H 1.17427 -0.35980 -2.56374 0.02 0.00 0.02
S -2.84940 -2.59146 1.80827 0.06 -0.05 -0.02
C 5.00537 1.02395 -1.52031 -0.02 -0.02 0.00
O -0.98361 -1.83035 -1.01263 0.02 0.01 -0.02
H -2.98123 2.92546 -4.10505 -0.01 0.00 0.00
C -0.82982 1.57162 -2.32004 0.02 -0.04 -0.02
H 5.06447 -4.51467 0.88938 0.00 0.00 0.00
C -3.09718 0.69844 -2.37644 -0.01 0.01 -0.03
N -2.14213 1.77115 -2.56233 0.00 -0.02 0.03
C -2.66454 3.63304 0.72624 -0.02 0.01 -0.02
Mn -0.95846 -1.07200 0.95107 -0.03 0.04 0.09
C 1.33357 -3.73289 0.34497 0.06 -0.01 0.01
H 0.21851 1.88862 0.80641 0.00 -0.01 0.00
O -0.75177 -2.12489 -3.21499 -0.02 -0.01 -0.01
O 0.07140 2.35991 -2.55811 -0.06 0.07 -0.02
H -3.52119 0.39178 -3.33789 0.01 0.00 -0.01
C 3.84899 0.25376 -1.55509 0.03 0.02 -0.02
C 3.19181 -0.08837 -0.37719 0.00 0.03 0.02
P 1.64947 -1.05888 -0.29607 -0.01 -0.03 -0.02
Se 2.56700 -0.79098 4.59172 0.08 0.01 0.07
C -3.09328 1.27954 0.94201 -0.05 -0.01 0.01
H -1.79032 3.73977 -3.06515 0.00 0.00 -0.01
C -0.85505 2.05805 0.82588 -0.01 0.02 -0.01
N -1.74668 -5.13754 1.20024 0.02 -0.01 0.02
C 3.62612 -3.02225 0.34984 0.01 -0.01 0.00
H -0.65386 0.59005 -1.86637 0.01 0.01 0.03
C -3.57032 2.57798 0.85073 0.05 -0.03 0.00
C -1.29464 3.36870 0.72131 -0.01 -0.04 0.01
```
Forces are in eV/Å.

The total energy is -5741.481031 hartree. As for the charge: -2. The energy above the lowest of the compared OMol25 structures with the same formula, charge and spin is 4.9 kcal per mole. As for the spin multiplicity: 6.


This record from OMol25 describes a molecular structure, C26H23N14OS4V at a distorted geometry. The level of theory is ωB97M-V/def2-TZVPD.

The geometry in XYZ format:
```
69
Properties=species:S:1:pos:R:3:forces:R:3
N 0.58568 -2.28528 -3.03121 -0.09 -0.01 0.04
C 1.60955 5.24334 3.31724 0.08 0.05 0.01
C 1.85744 -0.89361 0.50027 1.34 -0.82 1.40
V -0.34062 0.82718 0.24425 -3.94 2.21 1.89
N -2.74954 -0.02293 -1.13500 -0.48 -0.37 -0.16
N 0.90191 3.90838 -2.17703 -0.30 -0.03 -0.26
H 2.02559 2.00923 4.04568 0.01 -0.03 0.04
N 1.47590 3.00827 -0.29391 0.25 0.18 0.08
H -1.65820 -2.85325 -6.11767 0.00 0.02 -0.02
H 1.03908 6.19764 5.14832 -0.01 0.00 0.02
N -0.78108 -3.15755 0.70854 -0.55 -0.56 0.53
C 4.03244 4.71710 4.59358 0.04 -0.02 0.01
H -3.61508 -2.12921 2.90769 -0.11 -0.02 0.05
N -1.70407 0.84531 -1.12592 -0.72 0.00 -1.42
C 2.46702 -1.92636 -0.20368 -0.29 0.34 -0.26
H 1.76232 0.35894 4.61724 -0.01 -0.03 0.00
C -0.74663 2.98335 2.39675 0.29 -0.37 0.03
N 1.78601 3.89826 -1.16329 0.00 -0.07 0.17
C 1.82707 5.66681 4.62620 0.03 -0.01 -0.08
H 3.18610 5.73851 6.28137 0.00 0.01 0.00
C 0.96946 -1.89476 -4.23806 -0.03 0.00 0.02
H 2.15916 -2.08267 -1.22760 -0.09 -0.12 -0.01
C -1.42986 -3.12332 -4.00523 0.03 0.08 0.16
C 0.29997 5.52522 2.64576 -0.23 -0.40 0.20
C 1.67109 0.58676 2.49913 -0.27 0.73 0.37
H 3.85304 -3.54655 -0.10663 -0.02 -0.02 -0.01
C 2.22936 -0.58461 1.82662 -0.22 -0.30 -0.69
C 0.03301 2.96409 -1.86851 0.35 0.16 0.31
H -2.19997 -3.34458 -1.46108 0.01 -0.11 0.07
H 4.97437 4.51172 5.08722 0.00 0.00 0.01
H 3.30931 0.79514 3.86949 0.00 -0.03 0.01
C -0.62082 -2.85361 -2.90099 0.12 0.26 -0.20
H -2.37525 -3.62898 -3.86333 -0.06 0.05 0.00
C 2.23484 0.96483 3.83996 0.10 0.04 -0.09
H 3.43827 -1.25895 3.47072 0.01 0.03 -0.01
C 3.82004 4.29022 3.29166 0.02 -0.03 -0.02
O 0.87440 -0.18614 -0.02111 3.09 -2.93 -1.79
S -1.49408 -3.21486 3.18389 -0.23 -0.11 0.18
H 0.51117 -1.63107 -6.32612 0.07 -0.04 0.01
N 0.71921 1.30743 1.97331 0.40 -0.59 -0.05
S -1.08701 4.48956 3.27634 -0.06 0.26 -0.03
C 3.39353 -2.72805 0.43095 0.03 0.14 0.14
H 4.42658 -3.13657 2.26715 0.00 0.00 0.02
S -1.89267 2.43316 1.26298 -0.13 -0.06 0.11
C -1.02577 -2.69056 -5.25482 0.00 -0.03 0.02
H -3.71407 -3.55019 3.99004 -0.04 0.00 0.01
C 0.18543 -2.03036 -5.37536 -0.01 -0.07 -0.10
C 2.61305 4.54450 2.65480 0.06 0.11 -0.02
H 4.59522 3.74726 2.76503 0.00 0.00 -0.01
N 0.34757 2.37985 -0.70292 0.52 1.01 -1.04
C 3.02996 5.40718 5.26204 -0.01 0.00 0.05
C 3.16182 -1.42670 2.43967 -0.08 0.14 0.11
N -3.47300 0.21409 -2.16079 0.13 -0.18 0.23
C -1.14186 -3.09290 -1.54683 -0.30 -0.06 0.37
N -1.05812 2.61645 -2.61146 0.06 0.04 0.04
N 0.36423 2.40852 2.69527 0.13 0.79 0.73
N -2.96956 1.23407 -2.88482 0.27 0.41 -0.18
H -0.04565 6.53778 2.85475 0.07 0.04 -0.09
H 1.94953 -1.42969 -4.29198 -0.03 0.02 -0.04
C -1.89160 1.60529 -2.22765 -0.28 -0.37 0.07
H 0.34892 5.36923 1.56925 0.04 0.09 -0.01
H -3.62469 -3.77915 2.21975 -0.09 0.00 0.02
C -3.30928 -3.16153 3.05818 0.36 0.01 0.01
C -1.16993 -2.36756 1.63909 0.30 -0.12 -1.01
S -1.57178 -0.66219 1.70177 -0.08 -0.12 0.13
N -0.39858 -2.91922 -0.53439 0.55 0.95 0.01
H 2.45260 4.19424 1.64222 -0.05 -0.01 0.00
H -1.27476 3.14731 -3.43563 -0.03 -0.03 -0.01
C 3.72105 -2.49073 1.76135 0.10 -0.12 -0.06
```
Forces are in eV/Å.

The total energy is -4383.235982 hartree. As for the charge: -1. As for the spin multiplicity: 2.


- Which of these has the highest charge?
  C26H23MgN8OS2


- Look up the charge of the second one.
  -2